Below is a 3-piece molecular cluster, C3H13NO2 overall in a non-equilibrium geometry, with properties calculated with ωB97M-V/def2-TZVPD.

Bonds (Å) are listed after each position.
Positions of all 19 atoms, in Å:
1 C 1.00052 0.21706 -0.68637  N2 1.401, H5 1.029, H6 1.204, H7 1.203
2 N 0.32765 1.17116 0.08891  C1 1.401, C3 1.480, C4 1.484
3 C -0.40152 2.14925 -0.74875  N2 1.480, H8 1.231, H9 1.083, H10 1.126
4 C -0.33776 1.08849 1.41224  N2 1.484, H11 1.110, H12 1.129, H13 1.163
5 H 0.45531 -0.55471 -1.09260  C1 1.029
6 H 1.80612 0.65911 -1.46402  C1 1.204
7 H 1.95076 -0.24488 -0.11155  C1 1.203
8 H -1.23634 1.72331 -1.54743  C3 1.231
9 H 0.24935 2.72256 -1.39671  C3 1.083
10 H -0.87060 2.83040 0.01498  C3 1.126
11 H -0.18035 1.86802 2.18707  C4 1.110
12 H -1.45940 1.10622 1.28818  C4 1.129
13 H 0.04862 0.01352 1.63320  C4 1.163
14 O 2.03405 -2.81570 3.01190  H15 1.017, H16 0.950
15 H 2.12412 -3.74502 3.41449  O14 1.017
16 H 1.09340 -2.74645 2.89883  O14 0.950
17 O -2.46711 -1.12588 -3.06410  H18 1.075, H19 0.941
18 H -1.63892 -0.73904 -2.49920  O17 1.075
19 H -2.73860 -0.28731 -3.39272  O17 0.941

The energy above the lowest of the compared OMol25 structures with the same formula, charge and spin is 335.40 kJ/mol. The SMILES is CN(C)C.O.O. The HOMO energy is -8.330 eV. The calculation puts the total energy at -8903.950 eV.

---

Below is a 2-piece molecular cluster, H6NS2 overall in a non-equilibrium geometry, with properties calculated with ωB97M-V/def2-TZVPD.

Bonds (Å) are listed after each position.
Positions of all 9 atoms, in Å:
1 N 0.55327 1.58882 0.88743  H2 1.060, H3 1.028, H4 1.105, H5 0.981
2 H -0.08505 1.06976 1.55519  N1 1.060
3 H 0.23175 1.50370 -0.08523  N1 1.028
4 H 1.45061 1.02190 1.19399  N1 1.105
5 H 0.56983 2.54059 1.12347  N1 0.981
6 S -0.25302 -1.33027 -2.11325  S7 2.040, H8 1.429
7 S -0.56560 -1.30126 -0.09725  S6 2.040, H9 1.398
8 H -0.42419 -2.74700 -2.19308  S6 1.429
9 H -1.47759 -2.34623 -0.27128  S7 1.398

The energy above the lowest of the compared OMol25 structures with the same formula, charge and spin is 184.53 kJ/mol. As for the spin multiplicity: 2. The HOMO energy (alpha / beta) is -3.207 / -7.042 eV. The calculation puts the total energy at -23253.245 eV. Its expectation value of S² is 0.75.